Entry 1:
The following is a quantum chemistry calculation of a 5-piece molecular cluster, C25H44F7NO6 overall at a distorted geometry, from the Open Molecules 2025 dataset.

The value obtained for the orbital gap is 9.367 eV. The SMILES is CCCCCCC[C@@H](CN)OC(=O)C(F)(F)C(F)(F)C(F)(F)F.CC(C)=O.CC(C)=O.CC(C)=O.CC(C)=O. The net charge is 0. The calculation puts the LUMO energy at 0.4972 eV.

Each line ends with the Löwdin charge.
Atoms and positions in Å:
1 C -5.407476 3.049094 2.926307  -0.1074
2 C -4.300998 2.300568 2.121028  -0.2295
3 C -4.408268 2.565927 0.597106  -0.2101
4 C -4.312099 1.320309 -0.305043  -0.1968
5 C -3.378945 0.217539 0.191145  -0.2048
6 C -1.891414 0.643996 0.229856  -0.1681
7 C -1.058705 -0.005149 -0.896617  -0.1190
8 C 0.296332 -0.533339 -0.432119  -0.2984
9 C 1.261938 0.586434 -0.035444  -0.2011
10 N 0.942818 1.251231 1.230580  0.0362
11 O 0.039696 -1.520880 0.601973  0.0648
12 C 1.127758 -1.927389 1.261063  -0.4179
13 O 1.375309 -1.574262 2.340616  0.2241
14 C 2.065962 -2.956957 0.590519  -0.3530
15 F 3.211775 -2.368755 0.265856  0.1634
16 F 1.485080 -3.318012 -0.567111  0.1303
17 C 2.242840 -4.262074 1.403571  -0.4042
18 F 1.084154 -4.495001 1.989527  0.1962
19 F 2.518998 -5.251918 0.590368  0.1997
20 C 3.314511 -4.220603 2.514008  -0.6304
21 F 4.492345 -3.856909 2.089010  0.2102
22 F 3.436247 -5.458052 2.961896  0.1909
23 F 2.970018 -3.486812 3.515947  0.2193
24 H -5.022568 3.916601 3.455956  0.0605
25 H -5.809521 2.376550 3.686022  0.0591
26 H -6.257947 3.297192 2.296577  0.0576
27 H -3.365403 2.745105 2.452650  0.0966
28 H -4.384327 1.256469 2.395972  0.0865
29 H -5.395552 2.998872 0.424658  0.0938
30 H -3.712063 3.343166 0.314774  0.0661
31 H -5.285843 0.906026 -0.560356  0.1050
32 H -3.896633 1.660507 -1.259503  0.1080
33 H -3.443257 -0.592021 -0.540037  0.0988
34 H -3.702903 -0.234604 1.124467  0.0946
35 H -1.456198 0.342088 1.176324  0.1020
36 H -1.851786 1.727184 0.102459  0.1045
37 H -1.566229 -0.857776 -1.351018  0.1049
38 H -0.881919 0.690307 -1.714916  0.1249
39 H 0.732039 -1.014287 -1.321204  0.1006
40 H 1.200414 1.325412 -0.841647  0.1200
41 H 2.300931 0.257144 -0.039315  0.1117
42 H 1.791341 1.561807 1.680871  0.0729
43 H 0.278506 2.001586 1.119315  0.0615
44 C 4.013858 -0.933910 4.712769  -0.0297
45 C 4.400373 0.385728 5.335764  -0.5020
46 O 3.723991 1.377796 5.190156  0.0688
47 C 5.672677 0.413320 6.150412  -0.0281
48 H 3.084691 -0.815804 4.157996  0.0663
49 H 4.795622 -1.263094 4.025337  0.0854
50 H 3.866585 -1.685197 5.490321  0.0880
51 H 6.523103 0.138023 5.524367  0.0826
52 H 5.594467 -0.280694 6.988834  0.0833
53 H 5.831418 1.417638 6.538314  0.0791
54 C -3.343856 6.844523 -2.611383  -0.0234
55 C -2.933220 5.818025 -1.583432  -0.4941
56 O -3.441511 4.721429 -1.547077  0.0668
57 C -1.859012 6.221271 -0.601381  -0.0191
58 H -4.119318 6.425644 -3.249414  0.0815
59 H -3.736714 7.733663 -2.115436  0.0848
60 H -2.487037 7.117515 -3.229554  0.0844
61 H -2.188853 7.083759 -0.020013  0.0860
62 H -0.939104 6.467850 -1.134082  0.0849
63 H -1.661460 5.393891 0.077916  0.0763
64 C -1.962015 -5.032842 -4.299646  -0.0260
65 C -1.547538 -3.745695 -3.625730  -0.4958
66 O -2.211980 -2.740100 -3.723359  0.0732
67 C -0.268106 -3.771164 -2.825012  -0.0201
68 H -2.894327 -4.874485 -4.838089  0.0802
69 H -1.194111 -5.347799 -5.008352  0.0825
70 H -2.114015 -5.813509 -3.552489  0.0840
71 H 0.572400 -4.031494 -3.471852  0.0890
72 H -0.348999 -4.497300 -2.015039  0.0887
73 H -0.091644 -2.786813 -2.398578  0.0544
74 C 2.924513 -1.484729 -5.223108  -0.0193
75 C 2.877286 -1.207189 -3.740819  -0.4861
76 O 1.880596 -0.764462 -3.214816  0.0639
77 C 4.124587 -1.505464 -2.946422  -0.0119
78 H 1.966053 -1.226769 -5.669410  0.0837
79 H 3.705472 -0.883174 -5.690932  0.0857
80 H 3.122529 -2.543597 -5.398531  0.0853
81 H 4.956238 -0.904913 -3.318781  0.0884
82 H 4.373020 -2.565353 -3.024649  0.0908
83 H 3.954386 -1.260838 -1.900894  0.0634

Atoms 1-6, force components in eV/Å:
0.145 -0.849 0.111
-0.791 1.336 -0.026
-0.825 -0.623 0.615
0.786 0.323 -0.151
0.217 -0.233 -0.762
-0.527 -0.480 -0.353

---

Entry 2:
The following is a quantum chemistry calculation of a 6-piece molecular cluster, C25H44F8O24PS5 overall at a distorted geometry, from the Open Molecules 2025 dataset.

The value obtained for the orbital gap is 9.900 eV. The net charge is +1. The calculation puts the LUMO energy at -2.5125 eV.

Each line ends with the Löwdin charge.
Atoms and positions in Å:
1 C 2.714723 -5.405281 -0.064848  -0.0851
2 C 2.047105 -4.030875 -0.051279  -0.2168
3 C 1.146524 -3.926084 1.174993  -0.2357
4 O 0.614141 -2.576944 1.302438  -0.2716
5 P 0.272633 -2.164505 2.795550  1.0138
6 C -1.383953 -2.754992 3.214268  -0.2195
7 C -2.477488 -2.155855 2.306049  -0.1755
8 C -2.863767 -3.129490 1.194547  -0.1988
9 O -4.026047 -2.699055 0.509925  0.0289
10 C -3.798664 -1.717883 -0.421050  -0.5028
11 C -2.619734 -1.747477 -1.370242  0.0531
12 O -4.574212 -0.852670 -0.501859  0.1387
13 C 0.549236 -0.409826 3.132161  -0.2007
14 C -0.399267 0.496820 2.327972  -0.2295
15 O -0.518773 0.074322 0.991284  -0.1420
16 C -0.301905 1.071471 -0.000131  -0.0503
17 C 0.511599 0.430475 -1.157834  -0.4279
18 F -0.109213 0.828356 -2.285621  0.1288
19 F 0.423776 -0.888420 -1.128341  0.1532
20 C 1.963794 0.934726 -1.263888  -0.3961
21 F 1.912527 2.264953 -1.260267  0.1752
22 F 2.464480 0.575021 -2.438995  0.1772
23 C 2.878243 0.527167 -0.090535  -0.3658
24 F 2.575157 -0.665523 0.406019  0.1482
25 F 2.706808 1.407109 0.905081  0.1438
26 C 4.409355 0.539959 -0.459230  -0.2909
27 F 4.886361 -0.697927 -0.293742  0.1103
28 F 5.083153 1.337337 0.362271  0.1119
29 H 3.033625 -5.665673 -1.071538  0.0813
30 H 3.569055 -5.467695 0.606323  0.0815
31 H 1.986898 -6.167252 0.226741  0.0798
32 H 1.427708 -3.860152 -0.930333  0.1190
33 H 2.788057 -3.240974 0.071129  0.1051
34 H 1.757465 -4.224612 2.035838  0.1153
35 H 0.320026 -4.640648 1.131738  0.1267
36 H 1.174737 -2.864219 3.617631  0.0720
37 H -1.367524 -3.840916 3.072259  0.1032
38 H -1.545697 -2.599129 4.282620  0.1132
39 H -2.246397 -1.163277 1.922271  0.0867
40 H -3.376007 -2.047084 2.915958  0.1334
41 H -2.025833 -3.373386 0.539037  0.1108
42 H -3.128554 -4.064172 1.694448  0.1371
43 H -1.696000 -2.143044 -0.951101  0.0604
44 H -2.825772 -2.258043 -2.311144  0.1054
45 H -2.417944 -0.712468 -1.635527  0.0851
46 H 0.473505 -0.168102 4.192127  0.1080
47 H 1.587440 -0.220010 2.846770  0.0928
48 H -1.384956 0.407280 2.799259  0.1209
49 H -0.082665 1.531063 2.473295  0.1408
50 H 0.171072 1.980529 0.370121  0.1413
51 H -1.255094 1.370837 -0.444746  0.0995
52 H 4.611200 0.841314 -1.486015  0.1724
53 C -6.030048 -0.554771 -5.257160  -0.1539
54 C -6.235793 -1.905344 -4.603677  -0.1662
55 O -5.734417 -2.846732 -5.557703  -0.1857
56 S -4.510930 -2.186110 -6.367716  0.6013
57 O -3.294727 -2.612062 -5.772198  -0.2326
58 O -4.763745 -2.323469 -7.749962  -0.1961
59 O -4.773358 -0.663188 -5.932088  -0.2247
60 H -6.802315 -0.350257 -6.001485  0.1395
61 H -6.000706 0.256713 -4.534006  0.1341
62 H -7.279998 -2.109012 -4.381795  0.1363
63 H -5.644646 -1.998161 -3.688438  0.1216
64 C 6.425411 4.740650 1.846578  -0.1633
65 C 5.948521 3.630260 2.758702  -0.1889
66 O 6.221538 4.102629 4.079442  -0.1970
67 S 6.061806 5.706977 4.117476  0.6082
68 O 4.770859 6.019423 4.606040  -0.2116
69 O 7.236876 6.256082 4.676469  -0.2013
70 O 6.069613 5.947345 2.527068  -0.1803
71 H 7.510861 4.719830 1.727904  0.1375
72 H 5.954405 4.705275 0.867307  0.1350
73 H 6.464661 2.690462 2.577301  0.1269
74 H 4.869575 3.477021 2.667518  0.1281
75 C -5.548093 3.121998 0.268411  -0.1460
76 C -5.251805 1.780780 -0.368825  -0.1812
77 O -4.468425 2.102984 -1.528175  -0.1846
78 S -3.578649 3.401143 -1.228604  0.6147
79 O -2.269304 2.974565 -0.853549  -0.2462
80 O -3.785556 4.340536 -2.259615  -0.1878
81 O -4.341782 3.882717 0.094404  -0.1783
82 H -6.357209 3.641831 -0.247714  0.1376
83 H -5.790193 3.034672 1.324309  0.1378
84 H -6.149858 1.241871 -0.654500  0.1381
85 H -4.647919 1.150848 0.286318  0.1080
86 C -0.326140 1.344380 -6.052639  -0.1651
87 C -1.283253 1.953868 -5.050786  -0.1816
88 O -2.203885 2.707649 -5.842347  -0.1801
89 S -2.412262 1.977900 -7.261584  0.6183
90 O -3.588638 1.193021 -7.200105  -0.2113
91 O -2.187314 2.924900 -8.286639  -0.2027
92 O -1.144262 0.990379 -7.170206  -0.1781
93 H 0.416438 2.072616 -6.387173  0.1354
94 H 0.180402 0.465131 -5.661249  0.1333
95 H -0.783089 2.598802 -4.332592  0.1312
96 H -1.844263 1.181695 -4.517530  0.1270
97 C 5.274949 -1.204255 6.130532  -0.1478
98 C 4.965292 0.186926 5.619894  -0.1491
99 O 3.557325 0.151718 5.324179  -0.2006
100 S 2.825198 -0.832500 6.358512  0.5982
101 O 2.256783 -0.068896 7.400068  -0.1879
102 O 2.047712 -1.760649 5.605264  -0.2663
103 O 4.128094 -1.569108 6.914028  -0.1717
104 H 5.369855 -1.918667 5.310027  0.1348
105 H 6.173370 -1.233495 6.740784  0.1431
106 H 5.535613 0.442569 4.731115  0.1343
107 H 5.132478 0.943484 6.388560  0.1422

Atoms 1-6, force components in eV/Å:
-0.433 -0.090 -0.256
-0.377 0.176 0.715
0.516 -0.939 -0.487
0.181 0.141 0.846
-0.066 -0.273 0.621
0.375 0.204 -0.488